(1)
This record from the OMol25 dataset describes a structure of composition C30H64MnN2O4SSi4. The level of theory is wB97M-V/def2-TZVPD.

Last column: Löwdin charge in e.
CARTESIAN COORDINATES (ANGSTROEM)
Mn 1.16639 -0.11705 -1.05641  0.35
C 2.11318 -3.86459 -0.47055  -0.16
Si 3.25850 -2.44221 -0.84101  0.44
C 4.98779 -2.73853 -0.17985  -0.14
C 3.37017 -2.35517 -2.71551  -0.16
C 2.70546 -0.79292 0.00744  -0.45
Si 2.19462 -1.07069 1.87704  0.44
C 3.65912 -1.65854 2.88328  -0.16
C 0.85202 -2.34257 2.16083  -0.19
C 1.60811 0.57966 2.55388  -0.16
Si 3.91477 0.66397 -0.12518  0.51
C 5.08294 0.98881 1.28440  -0.15
C 4.88988 0.72107 -1.71753  -0.14
C 2.69970 2.12149 -0.25488  -0.25
C 2.97877 3.46699 -0.04115  -0.02
C 1.99276 4.41924 -0.22778  -0.01
C 0.72754 4.01812 -0.63748  -0.03
C 0.49347 2.67525 -0.84647  -0.10
N 1.46146 1.76527 -0.65561  -0.05
H 2.35862 -4.68590 -1.14515  0.05
H 1.06615 -3.60580 -0.64030  0.03
H 2.19988 -4.23656 0.54776  0.04
H 5.23610 -3.78551 -0.36262  0.05
H 5.09855 -2.55690 0.88570  0.02
H 5.72600 -2.13933 -0.71137  0.03
H 4.07779 -3.13017 -3.01471  0.05
H 3.72784 -1.41386 -3.12115  0.01
H 2.41452 -2.60052 -3.18288  0.03
H 3.82482 -2.72571 2.74447  0.04
H 3.37597 -1.51547 3.92823  0.06
H 4.60046 -1.14113 2.72934  0.02
H 1.27800 -3.23679 2.61435  0.05
H 0.29482 -2.64563 1.28236  -0.01
H 0.13407 -1.91774 2.85974  0.02
H 2.39257 1.33193 2.62460  0.03
H 1.23210 0.41152 3.56423  0.05
H 0.78889 0.99874 1.96765  0.01
H 5.81031 0.18544 1.39245  0.05
H 4.60117 1.15014 2.24426  0.03
H 5.64402 1.88941 1.02755  0.05
H 5.70112 -0.00276 -1.73603  0.04
H 5.33864 1.71257 -1.79811  0.05
H 4.27088 0.55915 -2.59611  0.01
H 3.96721 3.75981 0.27956  0.12
H 2.20407 5.46483 -0.05598  0.13
H -0.06951 4.73005 -0.78647  0.12
H -0.47622 2.30156 -1.15456  0.11
C 0.83956 0.90781 -6.27306  0.01
N 1.37736 0.94182 -4.90877  -0.09
C 2.28855 2.04501 -4.60296  0.02
C 1.01683 0.05463 -4.01198  -0.39
C 0.01135 -1.00042 -4.33475  0.04
O 1.53936 0.08370 -2.84078  -0.13
H 1.40849 1.61281 -6.87333  0.11
H -0.20884 1.20230 -6.27866  0.11
H 0.95029 -0.08392 -6.70559  0.10
H 3.21132 1.91749 -5.16928  0.12
H 2.50673 2.06368 -3.54013  0.08
H 1.81088 2.97812 -4.90158  0.11
H 0.28870 -1.55126 -5.23302  0.11
H -0.96267 -0.54271 -4.51698  0.11
H -0.06969 -1.69120 -3.49824  0.09
C -3.81120 0.65548 -1.93569  -0.03
C -4.54554 -0.30352 -1.00987  -0.60
C -5.69739 0.37939 -0.29501  0.00
C -5.00255 -1.54702 -1.75144  -0.01
O -3.60928 -0.78376 0.00462  -0.14
Si -2.52491 -0.13356 0.97163  0.02
S -0.66440 -0.60150 -0.31886  0.65
O -2.23069 -0.97388 2.28911  -0.14
C -3.04185 -1.94790 3.04239  -0.59
C -3.10648 -3.22730 2.22915  -0.01
C -2.31197 -2.15497 4.35928  -0.01
C -4.41747 -1.34761 3.27171  -0.01
O -2.52898 1.45889 1.09618  -0.13
C -2.66100 2.44888 2.17163  -0.59
C -1.99334 1.94290 3.43697  -0.01
C -1.96623 3.69539 1.65455  -0.02
C -4.14492 2.68907 2.38610  -0.01
H -4.48258 0.99505 -2.72353  0.10
H -2.96295 0.15324 -2.40243  0.07
H -3.45371 1.52990 -1.39157  0.08
H -6.41513 0.75502 -1.02336  0.10
H -5.34346 1.22193 0.29584  0.07
H -6.21525 -0.32021 0.35889  0.09
H -5.71362 -1.27695 -2.53016  0.10
H -5.48929 -2.24277 -1.07033  0.10
H -4.15497 -2.05058 -2.21510  0.09
H -2.10022 -3.58415 2.01161  0.09
H -3.64044 -3.07450 1.29270  0.08
H -3.62440 -3.99872 2.79762  0.10
H -1.40711 -2.74283 4.22196  0.08
H -2.95623 -2.68669 5.05674  0.10
H -2.04831 -1.19679 4.80373  0.09
H -4.89598 -1.08588 2.32887  0.07
H -4.35642 -0.46010 3.90171  0.09
H -5.05749 -2.07092 3.77506  0.11
H -0.95251 1.68941 3.25131  0.07
H -2.49772 1.06491 3.83160  0.07
H -2.02387 2.72188 4.19788  0.11
H -0.90053 3.50823 1.53138  0.07
H -2.08800 4.51285 2.36315  0.10
H -2.39201 4.00115 0.69922  0.09
H -4.65006 1.76659 2.67257  0.08
H -4.61037 3.07751 1.48199  0.09
H -4.29288 3.41362 3.18503  0.10

E   -116978.7081 eV
ΔE to the lowest compared entry with this formula, charge and spin   0.000 eV
Spin multiplicity   2
<S²>   0.95
Gap between HOMO and LUMO (spin up / spin down)   7.03 / 8.10 eV
HOMO (spin up / spin down)   -14.41 / -14.41 eV
Total charge   +2

***

(2)
This record from the OMol25 dataset describes a structure of composition C41H39GeI2N7O2RuS. The level of theory is wB97M-V/def2-TZVPD.

Last column: Löwdin charge in e.
CARTESIAN COORDINATES (ANGSTROEM)
Ru 0.41947 -0.19904 -0.08952  0.68
C -4.84694 0.85570 1.88849  -0.01
C -3.99595 1.95995 1.31264  -0.24
N -4.54837 3.16265 1.43743  0.13
C -3.84095 4.26317 1.19126  -0.09
C -2.49955 4.23017 0.90739  -0.15
C -1.74157 5.52541 0.82328  -0.20
O -1.22749 5.68765 -0.50363  -0.05
C -1.89009 2.97718 0.73337  -0.05
C -0.43741 3.02823 0.52676  -0.05
N 0.40525 2.08124 0.61437  -0.04
C 1.78095 2.45849 0.49713  -0.39
C 2.24213 3.39178 -0.42992  -0.04
C 3.58786 3.72336 -0.48482  -0.06
C 4.48499 3.14487 0.40279  -0.08
C 4.04372 2.20692 1.32701  -0.16
C 2.70610 1.86107 1.34823  -0.68
I 2.01301 0.35412 2.62965  0.93
C -2.66860 1.81046 0.81812  -0.23
O -2.11111 0.61892 0.47172  -0.24
H -5.87729 1.20321 1.89380  0.09
H -4.53974 0.67699 2.92588  0.10
H -4.80195 -0.09228 1.38328  0.02
H -4.36986 5.20868 1.27519  0.12
H -0.93065 5.53335 1.55343  0.12
H -2.42224 6.33602 1.08042  0.12
H -0.97727 6.60577 -0.63847  0.09
H -0.04397 4.02939 0.36080  0.11
H 1.54769 3.83447 -1.13688  0.10
H 3.92241 4.42747 -1.23870  0.11
H 5.53642 3.40142 0.36201  0.11
H 4.73811 1.73509 2.00999  0.10
N 0.03472 0.98204 -1.93441  0.05
C 0.54954 1.51019 -2.83424  -0.21
C 1.11731 2.12360 -3.93954  -0.25
C 1.08672 1.42973 -5.18752  -0.24
N 1.04859 0.83419 -6.17757  0.13
C 1.69987 3.42014 -3.81884  -0.24
N 2.16902 4.47227 -3.72066  0.14
I 0.56823 -2.80490 0.37796  0.21
C -1.19811 -3.04498 -4.15870  -0.08
C -1.79453 -3.69574 -3.08515  -0.08
C -2.25395 -2.96218 -1.99716  -0.16
C -2.13210 -1.57014 -1.98362  -0.30
C -1.58138 -0.92332 -3.08772  -0.13
C -1.09614 -1.65909 -4.16171  -0.07
Ge -3.05340 -0.69389 -0.51740  1.01
C -3.53526 -1.96730 0.86545  -0.30
C -2.84516 -1.96071 2.07505  -0.13
C -3.20267 -2.84193 3.08791  -0.07
C -4.26557 -3.72084 2.90989  -0.08
C -4.96954 -3.72350 1.71321  -0.08
C -4.60124 -2.85418 0.69286  -0.11
C -4.36337 0.40611 -1.43001  -0.26
C -3.85778 1.52903 -2.08933  -0.10
C -4.68778 2.30611 -2.88671  -0.06
C -6.02652 1.96098 -3.03657  -0.08
C -6.53417 0.84330 -2.38675  -0.08
C -5.70440 0.06635 -1.58645  -0.09
H -0.82074 -3.61794 -4.99925  0.10
H -1.89242 -4.77598 -3.08473  0.10
H -2.67450 -3.48294 -1.14231  0.09
H -1.53040 0.15309 -3.12502  0.06
H -0.64752 -1.14093 -5.00215  0.09
H -2.03948 -1.26417 2.24015  0.08
H -2.64261 -2.84674 4.01705  0.11
H -4.54887 -4.40125 3.70450  0.10
H -5.80617 -4.40004 1.57303  0.10
H -5.14865 -2.87463 -0.24557  0.10
H -2.81312 1.80896 -1.97227  0.10
H -4.28986 3.17695 -3.39316  0.11
H -6.67502 2.56267 -3.66196  0.10
H -7.57894 0.57719 -2.50072  0.10
H -6.11551 -0.80106 -1.07847  0.09
C 3.75597 -4.22205 -0.90381  -0.09
N 3.87107 -2.79038 -0.64324  -0.23
C 4.27167 -2.46877 0.72382  -0.10
C 3.49030 -1.85839 -1.54307  -0.76
S 3.00568 -0.29140 -1.08903  0.64
N 3.50937 -2.23169 -2.84699  -0.20
C 2.73059 -1.49871 -3.84922  -0.08
C 4.62901 -2.99044 -3.39803  -0.05
H 3.18680 -4.66999 -0.08722  0.06
H 4.73317 -4.70865 -0.95410  0.09
H 3.21591 -4.39678 -1.82808  0.09
H 5.30086 -2.80443 0.89114  0.09
H 3.61177 -2.97379 1.43072  0.06
H 4.20461 -1.40012 0.88847  0.02
H 1.76408 -1.22308 -3.44296  0.05
H 2.57448 -2.15229 -4.70778  0.10
H 3.24332 -0.59484 -4.18289  0.09
H 5.35197 -3.22566 -2.62410  0.08
H 5.12674 -2.37840 -4.15298  0.10
H 4.29870 -3.91734 -3.87310  0.09

E   -143808.8055 eV
ΔE to the lowest compared entry with this formula, charge and spin   0.000 eV
Spin multiplicity   5
<S²>   6.01
Gap between HOMO and LUMO (spin up / spin down)   7.07 / 6.92 eV
HOMO (spin up / spin down)   -7.69 / -7.91 eV